# 1
Formula: C18H18N2O4
Source: the Open Molecules 2025 dataset
Level of theory: wB97M-V/def2-TZVPD

* ΔE to the lowest compared entry with this formula, charge and spin: 0.0 kJ/mol
* largest force on an atom: 0.62 eV/Å
* Kohn-Sham gap: 0.355 hartree
* E_tot: -1107.2567 a.u.
* SMILES string: CC[C@H](NC(=O)c1ccccc1NC(=O)c1ccccc1)C(=O)O
* LUMO: 0.71 eV
* net charge: 0

```
42
Properties=species:S:1:pos:R:3:lowdin_charge:R:1
C -1.34108 -3.11810 -2.49060 -0.092
C -0.45477 -2.84008 -1.28362 -0.192
C -1.26865 -2.57008 -0.01396 -0.206
N -1.88674 -1.25746 -0.05180 0.143
C -1.40033 -0.25445 0.69897 -0.433
O -0.60734 -0.45001 1.60633 0.099
C -1.98054 1.09597 0.43620 -0.067
C -3.35608 1.27946 0.38591 -0.020
C -3.89302 2.55099 0.28809 -0.080
C -3.05404 3.65287 0.25034 -0.079
C -1.68249 3.48366 0.27908 -0.011
C -1.13517 2.20781 0.36001 -0.169
N 0.25406 2.03830 0.34536 0.153
C 0.89225 1.03550 -0.32772 -0.408
O 0.31064 0.27985 -1.08103 0.093
C 2.35223 0.95982 -0.06108 -0.132
C 2.90218 -0.28651 0.22205 0.004
C 4.25664 -0.39599 0.48106 -0.063
C 5.06823 0.72570 0.43939 -0.085
C 4.52408 1.96519 0.14442 -0.084
C 3.16775 2.08645 -0.09867 -0.041
C -0.37919 -2.68966 1.23243 -0.520
O 0.81934 -2.77869 1.21094 0.096
O -1.11677 -2.95743 2.31951 0.113
H -1.94599 -2.25036 -2.74501 0.066
H -0.72567 -3.35775 -3.35369 0.073
H -2.00449 -3.95991 -2.29873 0.074
H 0.17455 -1.96960 -1.47227 0.100
H 0.19578 -3.69552 -1.09746 0.119
H -2.06776 -3.31646 0.09891 0.157
H -2.39723 -1.03258 -0.89190 0.146
H -4.00615 0.41979 0.45773 0.117
H -4.96359 2.68359 0.25533 0.103
H -3.46930 4.64776 0.19192 0.104
H -1.02550 4.34033 0.23692 0.113
H 0.81310 2.70621 0.85466 0.150
H 2.25862 -1.15194 0.26921 0.101
H 4.67835 -1.36196 0.71377 0.107
H 6.12696 0.63664 0.63456 0.102
H 5.15749 2.83950 0.10416 0.102
H 2.75207 3.05352 -0.34884 0.111
H -0.54240 -2.99438 3.09908 0.134
```

=====

# 2
Formula: C4H10N2O
Source: the Open Molecules 2025 dataset
Level of theory: wB97M-V/def2-TZVPD

* ΔE to the lowest compared entry with this formula, charge and spin: 328.8 kJ/mol
* largest force on an atom: 1.90 eV/Å
* Kohn-Sham gap: 0.368 hartree
* E_tot: -343.0762 a.u.
* SMILES string: [H]/N=C(\C)[C@@H](C)ON
* LUMO: 1.00 eV
* net charge: 0

```
17
Properties=species:S:1:pos:R:3:lowdin_charge:R:1
H -2.73212 0.91136 0.21639 0.056
N -2.11952 0.12515 0.00330 0.148
C -0.89989 0.41932 -0.10740 -0.381
C -0.33480 1.81310 -0.04221 -0.041
C 0.03793 -0.73283 -0.65510 -0.358
C 1.50146 -0.32732 -0.78747 -0.062
O -0.11670 -1.86287 0.16847 -0.195
N 0.24690 -1.54360 1.51908 0.038
H 0.39592 1.86755 0.76297 0.083
H 0.16868 2.08254 -0.96750 0.077
H -1.13067 2.53791 0.13634 0.077
H -0.36431 -1.06750 -1.61840 0.149
H 1.87921 0.04823 0.16012 0.069
H 2.08154 -1.21121 -1.04768 0.083
H 1.62972 0.42272 -1.56205 0.073
H 0.36715 -2.45932 1.94852 0.086
H -0.61050 -1.02324 1.87263 0.098
```

=====

# 3
Formula: C2H6NO6
Source: the Open Molecules 2025 dataset
Level of theory: wB97M-V/def2-TZVPD

* ΔE to the lowest compared entry with this formula, charge and spin: 74.4 kJ/mol
* largest force on an atom: 4.00 eV/Å
* Kohn-Sham gap: 0.307 hartree
* E_tot: -586.0043 a.u.
* LUMO: 3.82 eV
* net charge: -1

```
15
Properties=species:S:1:pos:R:3:lowdin_charge:R:1
C 0.61445 -0.56782 0.37655 -0.465
C -0.74035 -0.88570 -0.07920 -0.823
N 1.41886 -0.79587 -0.69512 0.073
O 2.78478 -0.35838 -0.38467 -0.046
O -0.31790 2.53320 0.11028 -0.180
O 0.99149 -0.12272 1.42956 0.083
O -0.58091 -2.22093 -0.62708 0.015
O -1.66040 -0.96920 0.91264 0.053
O -1.00259 0.08476 -0.93895 -0.139
H 1.23452 -0.69964 -1.69757 0.159
H -0.40670 2.40679 1.05682 -0.011
H 2.65424 0.04232 0.45755 0.032
H -1.35509 -2.74312 -0.50154 0.063
H -2.02885 -0.06424 0.96521 0.118
H -0.65718 1.67535 -0.46802 0.069
```

=====

# 4
Formula: C18H18BrCl2INO3Os
Source: the Open Molecules 2025 dataset
Level of theory: wB97M-V/def2-TZVPD

* ΔE to the lowest compared entry with this formula, charge and spin: 0.0 kJ/mol
* largest force on an atom: 3.34 eV/Å
* Kohn-Sham gap (spin up / spin down): 0.312 / 0.196 hartree
* E_tot: -4859.6705 a.u.
* LUMO (spin up / spin down): -2.46 / -5.98 eV
* spin multiplicity: 5
* net charge: +1

```
45
Properties=species:S:1:pos:R:3:lowdin_spin:R:1
Os 1.58947 -0.86705 -1.32107 2.390
I -0.36841 -3.08729 0.69786 0.109
C -0.07370 -2.11265 -1.21155 0.053
H -1.00928 -1.56629 -1.27306 0.010
H 0.10426 -2.89513 -1.88641 0.010
C 3.81162 -3.55868 -3.93670 0.001
C 3.52379 -2.55996 -2.83596 0.015
C 4.65525 -2.00802 -2.10746 0.006
O 2.33359 -2.22190 -2.66350 0.028
H 4.48145 -4.31479 -3.54173 0.000
H 4.35661 -2.96410 -4.69917 0.001
H 2.91115 -3.95983 -4.37777 0.000
H 5.52516 -2.58546 -2.21834 0.000
H 4.50229 -1.76569 -1.00451 0.002
H 4.79992 -0.99329 -2.55048 0.004
Cl -1.31802 1.64323 -1.57765 0.003
C -2.67777 0.86608 -0.79655 0.009
C -3.81832 0.63709 -1.55183 0.001
C -4.88473 -0.09047 -1.01308 0.000
C -4.83531 -0.61528 0.25700 0.000
C -3.69665 -0.31854 1.02653 0.006
Cl -3.49266 -0.95630 2.63479 0.005
C -2.63998 0.43259 0.51679 0.023
N -1.47910 0.66933 1.27175 0.275
C -1.14251 1.73451 1.95832 0.108
C -2.09472 2.77218 2.16911 0.144
C -1.80325 3.85814 2.95203 0.011
C -0.49425 3.99632 3.43807 0.238
C 0.45409 2.97292 3.25545 0.000
C 0.21463 1.86288 2.50027 0.135
C 1.28082 0.77729 2.41492 0.015
C 1.80676 0.38785 1.02126 0.026
O 2.85297 -0.28146 0.97396 0.085
O 0.96701 0.45180 0.07018 0.036
H -3.85460 0.98474 -2.61274 0.000
H -5.74316 -0.29977 -1.65674 0.000
H -5.63991 -1.21042 0.64401 0.000
H -0.75045 -0.01115 1.11577 0.004
H -3.09530 2.60773 1.79212 0.005
H -2.41464 4.75404 3.02640 -0.002
H -0.13312 4.88482 3.94900 0.011
H 1.42913 3.15070 3.67729 -0.003
H 0.91118 -0.16173 2.86655 0.005
H 2.11098 1.09484 3.07310 0.000
Br 2.83771 0.86615 -2.46623 0.230
```